# 1
The molecule C5H10O. Source: the Open Molecules 2025 dataset; level of theory: ωB97M-V/def2-TZVPD.

Structure (XYZ):
```
16
Properties=species:S:1:pos:R:3:forces:R:3:lowdin_charge:R:1
H 1.15144 0.36636 1.99799 0.0 -0.1 -0.1 0.08
H 0.87279 -2.02895 -0.93529 -0.1 0.0 0.1 0.08
H 2.11543 -0.56762 0.83763 -0.1 0.0 0.1 0.08
H -0.18589 2.27541 -1.94167 -0.1 0.1 0.1 0.08
H 1.20731 -1.40275 2.11938 0.0 0.1 -0.1 0.08
C -0.03069 -1.96923 -0.31885 0.0 -0.1 0.0 -0.09
H -0.89240 -2.00816 -0.99552 0.1 0.0 0.1 0.08
H -0.95048 -0.58463 1.08371 0.1 0.0 -0.1 0.13
H -0.07261 -2.84666 0.33543 0.0 0.1 0.0 0.08
C -0.92792 2.42807 -1.15574 -0.1 0.3 -0.2 -0.07
C 0.08400 0.45275 -0.51942 -0.4 0.1 0.4 -0.03
H -0.78930 3.38644 -0.65110 0.0 -0.2 0.0 0.09
C -0.02853 -0.66695 0.48739 0.1 0.0 -0.1 -0.46
O -0.79774 1.36582 -0.20411 0.3 -0.4 -0.2 -0.12
H -1.94127 2.36235 -1.55726 0.1 0.1 0.0 0.09
C 1.18585 -0.56226 1.41742 0.1 0.0 0.0 -0.08
```
Positions in Å, forces in eV/Å.

Calculated values
LUMO = 0.0406 Ha
Energy relative to the best compared isomer or geometry (same formula, charge and spin) = 2.8389 eV
Total charge = 0
E_HOMO = -0.3078 hartree
E_tot = -7391.92647 eV
Kohn-Sham gap = 9.48 eV

# 2
The molecule C10H18NP at a distorted geometry. Source: the Open Molecules 2025 dataset; level of theory: ωB97M-V/def2-TZVPD.

Structure (XYZ):
```
30
Properties=species:S:1:pos:R:3:forces:R:3:lowdin_charge:R:1
H -5.12760 0.81982 1.28946 -3.9 -0.4 0.5 0.03
H -3.62904 0.57287 2.08850 -0.6 0.7 -0.9 0.11
H 3.56338 -2.20996 0.56597 0.3 0.3 -0.2 0.07
C 2.04843 -0.86610 -0.00854 -1.0 0.3 -2.1 -0.38
H 3.11328 1.95673 -0.73813 -0.7 -0.8 1.3 0.09
H 1.44126 -3.12028 0.07912 -0.9 2.9 -1.4 0.13
N -4.00382 -2.09311 -0.79690 -1.3 0.9 -0.5 0.16
H -3.44190 -2.86898 -0.58715 1.1 -1.1 0.6 0.04
C 2.13316 1.72690 -0.18802 1.4 1.3 -0.7 -0.13
H 1.84758 -2.54041 -1.51819 -0.2 1.1 0.4 0.08
C 1.48333 0.50584 -0.79143 3.0 -1.6 -0.3 -0.49
H 3.93209 -0.52021 0.96654 0.4 0.1 0.0 0.06
H -1.49186 2.43590 0.83682 0.6 0.5 0.5 -0.05
C -4.14875 0.96794 1.15005 3.9 -0.4 2.0 -0.08
H 1.64778 -0.52868 0.90852 -0.6 -0.8 1.7 0.09
C -3.77113 -1.00073 -0.30744 -0.2 -0.4 -0.1 -0.16
H 2.25132 1.64367 0.93702 -0.1 0.5 -1.3 0.10
H -3.92254 2.01599 1.10293 0.0 0.6 -0.1 0.06
C -3.62325 0.25686 -0.01112 1.1 0.0 -1.6 -0.39
C 3.53666 -1.17515 0.19975 0.5 0.8 -2.0 -0.09
H -2.38448 0.28642 -1.83768 -0.3 1.4 1.6 0.10
H 4.19910 -1.06528 -0.77389 -1.4 -0.3 1.9 0.12
H -3.23491 1.83476 -1.39481 0.0 0.4 0.0 0.06
H 1.57932 2.61893 -0.55597 -0.1 -0.4 1.0 0.06
H 0.35252 -1.78634 -0.92094 -1.1 -0.5 0.0 0.02
C -2.69348 0.99598 -0.97299 0.9 -1.1 -0.1 -0.32
H 1.91840 0.41385 -1.81179 -0.6 -0.1 0.2 0.14
C 1.32557 -2.09454 -0.63178 2.3 -2.6 1.7 -0.10
C 0.03679 0.50904 -0.88192 -0.4 1.0 0.7 -0.29
P -1.04811 1.51664 -0.12400 -1.8 -2.3 -2.7 0.94
```
Positions in Å, forces in eV/Å.

Calculated values
LUMO = 0.0110 Ha
Energy relative to the best compared isomer or geometry (same formula, charge and spin) = 5.2943 eV
Total charge = 0
E_HOMO = -0.2904 hartree
SMILES string = CC(=C=N)C[PH]#C[C@@H](C)C(C)C
E_tot = -21433.99581 eV
Kohn-Sham gap = 8.20 eV

# 3
The ion C5H12NO with charge +1 at a distorted geometry. Source: the Open Molecules 2025 dataset; level of theory: ωB97M-V/def2-TZVPD.

Structure (XYZ):
```
19
Properties=species:S:1:pos:R:3:forces:R:3:lowdin_charge:R:1
N 1.59988 1.01683 1.53608 -3.4 0.6 0.6 0.15
H 1.71945 1.71787 0.80690 0.2 0.4 0.1 0.13
C 0.17231 0.28844 1.37602 1.9 0.1 -0.7 -0.02
C -1.17261 -1.57440 0.56063 0.4 -0.6 -0.2 -0.04
H -1.77276 -0.88389 1.09022 -1.2 0.3 0.7 0.07
H -0.87190 1.26654 -2.45307 -1.2 -1.4 1.2 0.14
H 1.16116 1.24022 -2.06785 0.4 -0.3 0.9 0.17
C 0.05854 -0.76494 0.22091 -0.8 2.8 0.5 -0.35
H 1.62709 1.42656 2.50460 0.1 -0.4 -1.3 0.18
H 2.32819 0.37501 1.42723 1.5 -1.4 0.0 0.11
C 0.14016 0.08483 -1.00811 -1.3 -0.3 3.1 -0.27
H 0.92411 -1.27654 0.23907 3.0 -2.4 0.2 0.10
H -0.90108 -0.45840 -2.56390 0.0 -1.9 -1.9 0.08
C -1.01856 0.27654 -1.84890 -1.3 2.8 0.5 0.02
H -0.55978 0.97805 1.75794 -0.4 0.0 -0.5 0.08
H -2.02557 0.01023 -1.31319 1.9 1.2 -1.1 0.15
O 1.27751 0.70344 -1.24153 -0.1 0.2 -1.4 0.11
H -1.76472 -2.00189 -0.22957 0.0 0.0 -0.8 0.08
H -0.92142 -2.42449 1.20651 0.1 0.5 0.0 0.11
```
Positions in Å, forces in eV/Å.

Calculated values
LUMO (alpha / beta) = -0.1470 / -0.1369 Ha
Energy relative to the best compared isomer or geometry (same formula, charge and spin) = 3.8553 eV
Total charge = +1
E_HOMO (alpha / beta) = -0.4075 / -0.4219 hartree
E_tot = -8906.77385 eV
Kohn-Sham gap (alpha / beta) = 7.09 / 7.76 eV

# 4
The ion C9H18O2P with charge -1 at a distorted geometry. Source: the Open Molecules 2025 dataset; level of theory: ωB97M-V/def2-TZVPD.

Structure (XYZ):
```
30
Properties=species:S:1:pos:R:3:forces:R:3:lowdin_charge:R:1
H -2.75066 0.61514 -0.82237 -0.3 1.3 -0.7 0.06
H -1.06412 0.29875 -2.11721 -3.8 1.9 -1.1 0.00
O -0.81379 -2.65382 2.00809 0.1 -0.9 3.0 -0.36
H 2.44210 -2.51127 0.06531 -0.2 1.0 -0.8 0.09
H 1.61620 1.43536 -0.69955 -0.3 0.3 0.4 0.10
C 0.03367 0.15596 -0.30983 0.2 -2.6 -2.5 -0.42
H 0.66747 2.04944 0.63779 0.0 0.4 1.4 0.05
C 1.54694 -0.40303 1.62843 -0.6 -1.6 0.3 -0.10
H -1.60366 1.78920 1.13771 -1.1 -0.3 0.8 0.09
H 0.51491 0.34503 -2.58670 1.4 1.0 -0.3 0.06
O -1.00171 -2.87476 -0.50668 0.5 0.7 0.2 -0.38
H 1.75412 -1.90943 -1.48974 0.1 0.2 0.3 0.06
H -0.54481 0.98748 2.20483 0.4 -0.1 -0.1 0.04
H -3.36101 -0.53321 0.30040 0.2 -0.2 0.0 0.09
H 0.13077 2.20484 -0.98700 -0.8 0.4 -0.4 0.07
H -2.06097 0.30374 2.34143 -1.3 0.7 0.2 0.08
H -2.33120 -1.07028 -1.07121 -0.5 0.0 0.1 0.06
C 0.94313 -1.00686 0.37068 -0.2 1.2 -1.3 -0.47
H 2.09346 0.45655 1.39406 1.1 1.4 -0.4 0.05
P -0.60699 -2.06239 0.70475 -0.1 2.6 -2.9 0.46
C 2.09165 -1.58175 -0.49747 1.4 -0.2 1.1 -0.09
C -1.43923 0.80644 1.62128 1.3 -0.6 -0.5 -0.08
C 0.58640 1.54408 -0.28046 1.9 -0.5 -1.2 -0.09
C -1.24757 -0.18160 0.46526 0.4 -1.0 0.6 -0.49
C -2.49609 -0.28598 -0.32668 -0.6 -0.8 -0.2 -0.13
H -0.23677 -1.10777 -2.26630 -0.1 -1.2 0.4 0.06
H 0.91574 -0.18385 2.47851 -0.4 -0.2 -0.1 0.07
H 2.20561 -1.17025 1.94239 1.1 -0.6 0.9 0.06
H 3.06275 -0.89707 -0.57865 -2.1 -1.1 0.1 0.10
C -0.17590 -0.10240 -1.93027 2.4 -1.3 3.0 -0.03
```
Positions in Å, forces in eV/Å.

Calculated values
LUMO = 0.1232 Ha
Energy relative to the best compared isomer or geometry (same formula, charge and spin) = 0.0000 eV
Total charge = -1
E_HOMO = -0.1531 hartree
SMILES string = CC1(C)C(C)(C)P(=O)([O-])C1(C)C
E_tot = -23010.36507 eV
Kohn-Sham gap = 7.52 eV

# 5
A cluster of 18 separate species, C37H60B2N17O4 in total at a distorted geometry. Source: the Open Molecules 2025 dataset; level of theory: ωB97M-V/def2-TZVPD.

Structure (XYZ):
```
120
Properties=species:S:1:pos:R:3:forces:R:3:lowdin_charge:R:1
H 6.89733 -5.84267 4.58903 0.0 0.0 0.1 0.08
C -1.09157 4.70074 2.96116 -0.5 0.3 -0.6 -0.13
O 2.39544 3.02999 5.23432 0.6 -0.5 2.1 -0.10
C -3.85811 -6.33283 -10.98386 0.0 -0.2 0.7 -0.06
C 1.66662 8.58139 2.61993 -0.3 0.3 -0.6 -0.06
H -2.15864 -11.48713 -8.38822 0.0 0.1 -0.1 0.08
C 5.86693 -6.66485 6.25713 -0.1 -0.6 0.5 -0.26
H -3.90163 -7.19757 -11.64651 0.1 0.0 0.2 0.06
H 5.31695 0.88566 -2.80170 0.1 -0.1 0.0 0.08
H 2.58316 5.38094 7.47044 -0.7 0.0 -1.0 0.09
N -7.24056 5.86410 5.72782 1.3 -1.2 -0.1 0.10
O 0.23213 5.13617 2.58402 0.3 -1.5 0.2 -0.10
N -2.42519 -9.41191 -10.79778 0.5 -0.8 1.4 0.13
C 4.49030 -2.64445 0.66303 0.1 -0.2 0.7 -0.05
H 4.45228 -3.47502 -0.04223 0.0 0.0 0.1 0.08
N -3.52266 -7.14009 -8.47902 -0.3 0.6 -1.7 0.13
H 5.31020 -1.97976 0.38793 0.0 -0.1 0.1 0.04
H -3.45289 -4.62211 -7.54940 -0.1 0.0 0.1 0.06
C 2.21004 7.39287 9.58312 -1.1 -1.3 0.8 -0.27
H -7.07738 1.26586 -1.24599 0.1 0.0 -0.1 0.08
H -5.69485 3.10165 5.30390 0.0 0.1 0.0 0.07
H -6.06330 0.51833 -2.49686 0.0 0.1 0.0 0.07
N 8.58627 -3.43302 6.11220 -0.2 0.6 -1.7 0.13
H 7.26453 -1.97128 3.60112 0.0 -0.1 0.1 0.07
N 1.52971 6.57191 10.06782 1.7 2.1 -1.1 0.12
O 1.93445 3.43207 2.01335 -2.0 0.8 0.4 0.07
H 9.02270 -1.85463 3.37259 0.0 -0.1 0.1 0.08
H 0.77351 5.03758 6.98868 1.5 -0.5 0.6 0.11
C 6.34586 -0.63191 -1.73135 0.7 -0.2 0.4 -0.27
H -4.51133 4.38247 4.97420 -0.1 -0.1 0.0 0.06
H -1.82756 5.35598 2.38377 0.9 -1.0 0.5 0.08
N -5.38075 3.64196 -2.53517 -1.1 -1.7 -0.1 0.13
H 1.85470 -0.47471 4.13264 0.0 0.1 -0.1 0.07
B 1.48086 4.05396 4.68303 0.4 -0.2 0.1 -0.74
H 3.08041 2.89514 7.32053 -0.2 0.7 -1.2 0.10
C -1.57316 -10.58777 -8.57989 -0.2 0.4 -0.6 -0.06
C -2.05272 -9.92876 -9.82730 -0.2 0.3 -0.6 -0.26
H 1.32999 2.82161 7.14705 0.9 -0.1 -1.2 0.10
C 1.87774 4.87454 6.74702 -0.1 -0.6 -1.2 -0.19
H -5.17746 4.52761 0.01466 0.1 -0.1 0.0 0.07
H -4.29688 3.11227 -0.58584 0.1 0.1 0.2 0.03
C -4.38983 -4.21969 -7.16615 0.1 0.8 0.2 -0.08
H -7.56623 1.34799 -2.95023 0.1 0.1 0.0 0.07
H 9.96629 0.79206 -0.65976 -0.1 0.0 -0.1 0.07
H -4.65481 -4.74665 -6.24927 0.0 0.1 -0.1 0.08
N -3.90744 3.11188 2.58045 -0.4 0.5 -1.6 0.14
C 8.20498 -2.52038 3.65001 0.1 -0.2 0.7 -0.07
N 8.28447 1.75514 -3.19303 1.0 0.0 1.4 0.12
H -8.33104 -0.84013 -5.86212 0.0 -0.1 0.1 0.07
H -6.56840 -0.77410 -6.07737 0.0 -0.1 0.1 0.06
H 1.08205 7.67308 2.78489 0.1 0.0 0.0 0.07
H 8.16836 -3.35331 2.94761 0.0 0.0 0.1 0.07
H -1.33869 4.83383 4.05254 0.6 -0.3 -1.0 0.09
N 0.22010 -0.66180 1.38969 1.4 0.2 1.1 0.09
N -4.12333 -1.62529 -6.67089 -0.2 -1.8 -0.4 0.13
H -3.02451 -5.69762 -11.28381 0.0 -0.1 0.1 0.08
H 1.55670 9.23848 3.48287 0.0 0.0 -0.1 0.08
C 2.17026 -0.18230 3.13114 -0.6 0.0 -0.6 -0.05
H -7.36499 -7.41470 -12.78388 0.0 0.1 0.0 0.08
C 4.70096 -3.16238 2.04473 0.1 -0.3 0.7 -0.23
N -7.06712 -2.24736 -3.27622 -0.4 0.9 -2.5 0.12
C 8.41858 -3.03405 5.03355 0.2 -0.2 0.7 -0.26
C -8.01560 -6.56579 -12.57229 0.4 0.7 -0.1 -0.07
H -2.31410 -1.44242 6.40895 0.1 0.0 -0.1 0.07
H -0.52313 -10.86107 -8.68622 -0.1 0.0 0.0 0.08
C -3.67001 -6.78452 -9.57659 0.1 -0.3 0.8 -0.28
C -5.29905 4.05510 5.65321 -0.5 0.6 0.0 -0.08
H 4.26542 -0.32300 -2.03243 0.1 0.0 0.0 0.08
H -8.38192 -6.64318 -11.54838 0.0 0.0 -0.1 0.08
C 6.14267 -5.54077 5.31580 -0.4 -0.7 0.6 -0.10
H 6.50663 -4.67634 5.86824 0.0 -0.1 0.0 0.04
N 0.81526 9.82070 0.43158 0.6 -0.8 1.5 0.09
C 1.18798 9.27694 1.38999 -0.3 0.4 -0.7 -0.27
C -7.21468 -1.87011 -4.37449 0.2 -0.6 1.5 -0.26
C 1.07431 -0.45141 2.15193 -0.6 -0.1 -0.4 -0.28
H -5.17410 -4.37699 -7.90692 0.1 0.0 0.0 0.07
H 2.70570 8.69180 7.97758 0.0 -0.1 0.1 0.08
H -1.68126 -9.90440 -7.73706 0.0 0.0 -0.1 0.08
H 2.71708 8.31261 2.50825 -0.1 0.0 0.0 0.08
C -4.25006 3.96094 0.08904 0.3 -0.2 1.1 -0.09
H 5.17539 -0.74180 -3.50017 0.1 0.0 0.1 0.08
N -0.65960 0.98063 5.13446 -1.4 -2.6 0.2 0.18
N 7.23843 -0.98883 -1.07654 -1.4 0.5 -1.0 0.12
H -4.87780 3.92264 6.65012 -0.1 0.1 -0.1 0.08
H -4.78610 -5.76731 -11.07945 0.1 0.0 0.1 0.05
C -7.40380 -1.40832 -5.77979 0.1 -0.1 0.7 -0.08
H -7.45266 -2.26822 -6.44781 0.0 0.0 0.1 0.07
H 5.23024 -5.26686 4.78814 0.1 -0.1 0.1 0.03
C -1.96096 -1.33013 5.38348 0.4 0.7 -0.1 -0.07
H -1.19297 3.61701 2.64542 -0.4 1.2 0.6 0.09
C -7.25802 -5.29227 -12.74394 0.8 1.6 -0.3 -0.27
C -6.71472 1.36272 -2.26967 0.4 0.7 0.0 -0.06
C 9.83473 1.80443 -1.04256 -0.4 0.0 -0.6 -0.07
N -6.67287 -4.28751 -12.88571 -1.3 -2.4 0.4 0.12
H -1.29805 -2.16113 5.14127 0.0 0.1 0.0 0.07
C -4.24044 -2.76157 -6.88760 0.1 0.8 0.2 -0.25
H -3.41654 4.60136 -0.20149 0.0 -0.1 0.1 0.08
H 0.39999 3.66433 5.09245 -0.9 0.3 0.1 0.09
H 10.80987 2.22005 -1.29765 -0.1 0.0 0.0 0.08
N 5.65155 -7.54168 6.99012 0.3 1.4 -1.2 0.10
C 3.07296 8.44457 8.97392 -0.5 -0.6 0.3 -0.07
C -4.05745 3.48383 1.48953 0.1 -0.2 0.8 -0.24
C 8.96493 1.77659 -2.25221 -0.4 0.0 -0.6 -0.27
C -1.22820 -0.03909 5.23869 0.8 1.6 -0.1 -0.24
C -5.96472 2.64320 -2.41906 0.3 0.7 -0.3 -0.24
N 4.86171 -3.56235 3.12464 -0.2 0.7 -1.8 0.15
C 5.20252 -0.17360 -2.57023 0.6 -0.2 0.4 -0.06
H 2.41453 0.88293 3.13260 -0.2 0.0 0.1 0.08
H -8.86350 -6.58665 -13.25713 0.1 0.1 0.0 0.08
H 9.37439 2.42125 -0.27049 0.0 0.0 -0.1 0.08
C 2.25827 3.27782 6.64584 -1.6 0.6 0.6 -0.21
H 3.06030 -0.75076 2.85653 -0.1 0.0 0.0 0.05
H 1.30645 3.44586 1.25717 0.7 0.1 0.2 0.09
H 3.05702 9.34138 9.59393 0.0 -0.1 0.0 0.07
H 3.55048 -2.09178 0.61411 0.0 -0.1 0.1 0.07
O 1.91662 5.30549 5.35711 0.3 0.1 1.6 -0.11
C -6.38966 5.07209 5.69500 -0.6 0.5 0.0 -0.27
H -2.81615 -1.34757 4.70745 0.1 0.0 0.0 0.07
B 1.25266 4.18196 3.03904 0.5 0.5 -1.1 -0.41
H 4.09816 8.08212 8.89616 -0.1 0.0 0.0 0.08
```
Positions in Å, forces in eV/Å.

Calculated values
LUMO = 0.0324 Ha
Energy relative to the best compared isomer or geometry (same formula, charge and spin) = 2.4342 eV
Total charge = -1
E_HOMO = -0.1468 hartree
E_tot = -74213.65393 eV
Kohn-Sham gap = 4.88 eV